Computed, not measured: a structure of composition C2H4OV in a non-equilibrium geometry, with the ωB97M-V functional and the def2-TZVPD basis.

Output
orbital gap (alpha / beta) = 6.7 / 6.5 eV
<S²> = 4.0029
total charge = 0
LUMO energy (alpha / beta) = -0.5 / 0.2 eV
E_tot = -1097.6305 Eh
energy relative to the best compared isomer or geometry (same formula, charge and spin) = 2.477 eV
spin multiplicity = 4
E_HOMO (alpha / beta) = -0.2651 / -0.2325 Ha

Atoms and positions in Å:
H  0.898  -0.491  -1.257
V  -1.734  0.741  -1.633
C  0.994  1.473  0.367
H  0.616  1.888  -0.571
H  0.946  2.071  1.277
C  1.611  0.280  0.406
O  1.361  -0.770  -0.390
H  2.264  0.005  1.240

---

Computed, not measured: an isolated molecule of C4H4N2 in a non-equilibrium geometry, with the ωB97M-V functional and the def2-TZVPD basis.

Output
orbital gap = 8.2 eV
total charge = 0
SMILES = C=C1C=NN=C1
LUMO energy = -1.5 eV
E_tot = -264.1512 Eh
energy relative to the best compared isomer or geometry (same formula, charge and spin) = 4.768 eV
E_HOMO = -0.3558 Ha

Atoms and positions in Å:
C  1.598  0.059  0.180
C  0.151  0.221  -0.102
C  -0.383  -1.066  -0.177
N  -1.752  -1.069  0.032
N  -2.202  0.390  0.249
C  -1.096  1.095  -0.150
H  2.045  -0.945  0.253
H  2.300  1.064  0.103
H  0.198  -1.940  -0.107
H  -0.859  2.192  -0.281

---

Computed, not measured: a cluster of 13 separate species, C35H58FN14O4P in total in a non-equilibrium geometry, with the ωB97M-V functional and the def2-TZVPD basis.

Output
orbital gap = 8.7 eV
total charge = 0
LUMO energy = 0.1 eV
E_tot = -2877.0288 Eh
E_HOMO = -0.3170 Ha

Atoms and positions in Å:
C  5.237  2.751  2.422
C  4.541  2.952  1.094
O  5.055  1.979  0.181
C  4.155  1.551  -0.822
C  3.620  0.145  -0.510
C  2.155  -0.043  -0.187
F  1.392  0.023  -1.349
C  1.960  -1.455  0.447
O  2.762  -2.374  0.374
N  0.747  -1.452  1.110
C  0.334  -0.080  1.454
O  -0.920  0.207  0.958
C  -1.978  0.087  1.905
C  -3.250  0.811  1.447
C  -3.096  1.618  0.168
O  -3.758  1.611  2.504
C  1.471  0.823  0.848
P  0.648  2.403  0.367
N  0.147  3.152  1.654
H  4.711  3.245  3.234
H  5.238  1.682  2.626
H  6.272  3.075  2.386
H  3.466  2.823  1.216
H  4.727  3.947  0.688
H  4.744  1.486  -1.737
H  3.374  2.283  -1.013
H  4.243  -0.280  0.269
H  3.787  -0.464  -1.400
H  0.027  -2.067  0.766
H  0.380  -0.039  2.540
H  -1.667  0.503  2.864
H  -2.207  -0.970  2.068
H  -4.016  0.068  1.236
H  -4.083  1.749  -0.268
H  -2.501  1.087  -0.569
H  -2.698  2.618  0.323
H  -3.533  2.527  2.323
H  2.070  1.130  1.704
H  -0.318  2.128  -0.607
H  1.655  3.129  -0.292
H  -0.847  3.335  1.617
C  -6.918  -2.413  2.269
C  -6.354  -1.561  1.236
N  -5.908  -0.869  0.437
H  -6.761  -1.974  3.254
H  -7.992  -2.543  2.121
H  -6.449  -3.396  2.261
C  4.483  3.025  -4.757
C  3.683  3.943  -3.959
N  3.053  4.656  -3.319
H  5.519  3.029  -4.423
H  4.101  2.009  -4.674
H  4.464  3.309  -5.807
C  -10.593  -0.229  2.817
C  -10.399  -1.656  2.626
N  -10.246  -2.783  2.469
H  -10.865  0.250  1.880
H  -11.396  -0.047  3.526
H  -9.685  0.243  3.193
C  -14.632  -2.694  1.880
C  -14.088  -1.362  2.087
N  -13.645  -0.318  2.252
H  -14.801  -2.878  0.820
H  -13.942  -3.449  2.252
H  -15.581  -2.806  2.402
C  6.841  -1.676  1.558
C  7.471  -0.560  2.245
N  7.969  0.327  2.774
H  6.222  -1.318  0.737
H  7.592  -2.350  1.150
H  6.208  -2.241  2.241
C  -2.340  4.877  4.687
C  -3.039  4.977  3.416
N  -3.586  5.049  2.410
H  -1.379  5.385  4.635
H  -2.927  5.329  5.484
H  -2.161  3.833  4.940
C  8.889  -1.030  6.063
C  8.389  -2.242  6.694
N  7.995  -3.201  7.182
H  9.877  -0.773  6.440
H  8.961  -1.154  4.984
H  8.225  -0.189  6.255
C  -3.990  2.975  -4.077
C  -3.652  3.576  -2.797
N  -3.386  4.043  -1.784
H  -3.986  3.717  -4.878
H  -3.273  2.194  -4.332
H  -4.980  2.522  -4.041
C  3.712  -4.404  -1.992
C  4.761  -4.839  -2.897
N  5.584  -5.181  -3.620
H  2.806  -4.986  -2.133
H  4.021  -4.511  -0.954
H  3.472  -3.354  -2.154
C  -2.637  2.803  -8.296
C  -3.460  3.773  -7.591
N  -4.106  4.541  -7.036
H  -1.603  2.864  -7.961
H  -2.997  1.792  -8.117
H  -2.660  2.989  -9.368
C  5.938  -2.473  -5.703
C  6.005  -1.255  -6.496
N  6.058  -0.286  -7.108
H  5.810  -2.233  -4.650
H  5.100  -3.096  -6.008
H  6.846  -3.064  -5.802
C  3.942  -8.194  0.245
C  3.271  -7.783  -0.978
N  2.749  -7.458  -1.946
H  4.907  -7.699  0.338
H  3.341  -7.940  1.116
H  4.109  -9.269  0.246

---

Computed, not measured: a cluster of 12 separate species, C30H84O24S12 in total in a non-equilibrium geometry, with the ωB97M-V functional and the def2-TZVPD basis.

Output
orbital gap = 8.8 eV
total charge = 0
LUMO energy = 0.1 eV
E_tot = -7777.1578 Eh
energy relative to the best compared isomer or geometry (same formula, charge and spin) = 0.149 eV
E_HOMO = -0.3195 Ha

Atoms and positions in Å:
O  1.298  -1.019  6.300
S  0.603  -2.136  6.859
O  -0.526  -1.914  7.710
O  0.101  -3.013  5.637
C  0.641  -2.788  4.336
C  -0.028  -3.725  3.395
C  1.764  -3.227  7.613
H  1.742  -3.004  4.327
H  0.467  -1.794  3.929
H  -0.150  -4.767  3.686
H  0.669  -3.731  2.559
H  -0.927  -3.401  2.877
H  2.135  -2.540  8.387
H  2.522  -3.577  6.952
H  1.224  -3.929  8.238
O  0.403  6.823  -2.576
S  1.042  5.867  -1.720
O  1.684  4.757  -2.265
O  2.052  6.678  -0.833
C  3.015  5.986  0.004
C  2.930  6.452  1.420
C  -0.129  5.265  -0.536
H  3.978  6.171  -0.420
H  2.765  4.917  -0.010
H  3.153  7.531  1.540
H  3.671  5.866  2.000
H  1.906  6.256  1.799
H  -1.001  5.885  -0.630
H  0.198  5.377  0.473
H  -0.191  4.217  -0.735
O  -2.085  3.537  -2.840
S  -1.869  2.471  -3.802
O  -2.308  1.118  -3.472
O  -2.438  2.908  -5.169
C  -3.845  2.598  -5.391
C  -4.870  3.638  -4.909
C  -0.178  2.453  -4.243
H  -4.077  1.604  -5.035
H  -3.910  2.475  -6.465
H  -5.832  3.459  -5.404
H  -4.494  4.631  -5.148
H  -5.051  3.560  -3.827
H  0.258  3.358  -4.602
H  -0.065  1.558  -4.898
H  0.270  2.120  -3.295
O  1.719  -1.438  1.797
S  2.243  -1.653  0.487
O  3.018  -2.794  0.189
O  1.036  -1.724  -0.534
C  -0.263  -1.148  -0.323
C  -0.516  0.243  -0.953
C  3.162  -0.234  0.060
H  -0.486  -1.211  0.757
H  -0.828  -1.943  -0.829
H  -0.174  1.065  -0.298
H  -1.628  0.153  -0.974
H  -0.100  0.343  -1.956
H  3.520  -0.299  -0.953
H  4.031  -0.304  0.747
H  2.806  0.755  0.296
O  -2.154  -7.492  -1.269
S  -1.126  -6.575  -1.606
O  -1.485  -5.199  -1.890
O  -0.188  -6.593  -0.328
C  0.907  -5.664  -0.096
C  1.880  -6.369  0.773
C  -0.024  -7.116  -2.783
H  0.569  -4.804  0.511
H  1.262  -5.242  -1.040
H  1.453  -6.542  1.774
H  2.607  -5.579  0.923
H  2.255  -7.206  0.230
H  -0.674  -7.349  -3.638
H  0.526  -8.007  -2.465
H  0.583  -6.240  -3.078
O  -7.868  -1.115  -2.457
S  -6.556  -0.653  -2.248
O  -6.127  -0.304  -0.964
O  -5.598  -1.743  -2.880
C  -4.120  -1.647  -2.859
C  -3.580  -2.966  -2.631
C  -6.238  0.675  -3.330
H  -3.794  -0.942  -2.110
H  -3.798  -1.284  -3.831
H  -3.801  -3.575  -3.480
H  -3.874  -3.347  -1.653
H  -2.525  -2.730  -2.598
H  -6.656  0.491  -4.308
H  -5.165  0.880  -3.287
H  -6.802  1.595  -3.092
C  0.640  3.572  3.709
S  1.080  2.178  2.640
O  2.124  2.678  1.714
C  1.948  1.242  3.897
H  -0.219  3.242  4.277
H  0.235  4.405  3.119
H  1.523  3.865  4.281
H  2.397  0.387  3.397
H  1.214  0.900  4.632
H  2.676  1.899  4.355
C  -3.412  0.435  6.332
S  -2.968  1.124  4.741
O  -2.259  2.407  5.138
C  -1.761  -0.134  4.326
H  -2.593  0.503  7.024
H  -3.698  -0.601  6.127
H  -4.246  1.092  6.690
H  -2.330  -1.080  4.459
H  -0.962  -0.162  5.068
H  -1.416  0.010  3.295
C  2.464  -2.268  -4.392
S  1.397  -3.387  -3.438
O  1.475  -4.680  -4.169
C  -0.235  -2.660  -3.729
H  3.442  -2.725  -4.355
H  2.321  -1.292  -3.923
H  2.192  -2.193  -5.420
H  -0.296  -2.391  -4.775
H  -0.235  -1.819  -3.049
H  -0.960  -3.435  -3.411
C  7.493  3.729  1.738
S  5.805  4.024  1.325
O  5.839  4.194  -0.161
C  5.265  2.323  1.645
H  7.535  3.547  2.844
H  8.066  4.652  1.590
H  7.853  2.923  1.080
H  5.562  2.100  2.703
H  5.869  1.689  1.005
H  4.202  2.237  1.454
C  4.510  2.534  -2.231
S  3.870  1.622  -3.595
O  2.686  0.893  -3.012
C  3.234  3.038  -4.570
H  3.823  3.327  -1.892
H  5.395  3.039  -2.547
H  4.665  1.894  -1.363
H  3.974  3.374  -5.272
H  2.893  3.813  -3.892
H  2.419  2.587  -5.124
C  -5.345  -1.089  2.020
S  -4.140  -1.597  0.826
O  -2.945  -0.741  1.184
C  -3.855  -3.318  1.332
H  -5.628  -0.062  1.800
H  -4.903  -1.231  3.002
H  -6.167  -1.770  1.867
H  -3.643  -3.468  2.380
H  -3.063  -3.673  0.666
H  -4.759  -3.842  1.015

---

Computed, not measured: a cluster of 3 separate species, C2H10NO2 in total in a non-equilibrium geometry, with the ωB97M-V functional and the def2-TZVPD basis.

Output
orbital gap = 10.2 eV
total charge = +1
LUMO energy = -4.9 eV
E_tot = -287.1378 Eh
energy relative to the best compared isomer or geometry (same formula, charge and spin) = 1.593 eV
E_HOMO = -0.5568 Ha

Atoms and positions in Å:
C  -2.225  0.431  0.261
C  -0.331  1.725  -0.695
N  -0.775  0.608  -0.167
H  -2.298  -0.594  0.684
H  -2.856  0.443  -0.691
H  -2.521  1.123  1.026
H  -1.033  2.563  -0.832
H  0.831  2.032  -0.814
H  -0.123  -0.165  0.129
H  2.493  -0.603  -1.728
H  3.331  0.118  -0.928
O  2.321  0.015  -0.971
H  0.310  -3.103  1.303
H  1.065  -1.853  2.081
O  0.375  -2.159  1.413

---

Computed, not measured: a cluster of 2 separate species, C5H14 in total in a non-equilibrium geometry, with the ωB97M-V functional and the def2-TZVPD basis.

Output
orbital gap = 12.2 eV
total charge = 0
SMILES = CCC.CC
LUMO energy = 1.1 eV
E_tot = -198.8375 Eh
energy relative to the best compared isomer or geometry (same formula, charge and spin) = 1.406 eV
E_HOMO = -0.4085 Ha

Atoms and positions in Å:
C  0.161  -0.418  2.554
C  -0.965  0.327  1.779
C  -0.162  1.463  1.038
H  0.699  0.229  3.341
H  0.725  -0.988  1.843
H  -0.359  -1.089  3.166
H  -1.382  -0.390  1.013
H  -1.792  0.884  2.261
H  0.925  1.211  0.838
H  -0.307  1.778  0.045
H  -0.206  2.487  1.562
C  0.228  -0.499  -1.747
C  0.488  -0.941  -3.158
H  -0.812  -0.095  -1.547
H  0.366  -1.328  -1.060
H  0.924  0.272  -1.268
H  -0.204  -1.660  -3.528
H  1.479  -1.241  -3.414
H  0.195  -0.002  -3.718

---

Computed, not measured: a cluster of 2 separate species, C2H4N3O in total in a non-equilibrium geometry, with the ωB97M-V functional and the def2-TZVPD basis.

Output
orbital gap (alpha / beta) = 7.3 / 7.4 eV
<S²> = 2.0095
total charge = +1
LUMO energy (alpha / beta) = -3.5 / -8.6 eV
E_tot = -317.5236 Eh
energy relative to the best compared isomer or geometry (same formula, charge and spin) = 3.415 eV
spin multiplicity = 3
E_HOMO (alpha / beta) = -0.3980 / -0.5902 Ha

Atoms and positions in Å:
C  2.457  1.051  -0.184
C  -1.265  -0.607  -0.200
N  2.024  -0.004  0.021
N  -2.069  0.156  0.140
N  -0.189  -1.241  -0.179
O  -3.034  1.010  -0.237
H  2.729  2.030  -0.231
H  0.848  -0.937  -0.087
H  -0.134  -2.317  -0.012
H  -3.210  1.634  0.545

---

Computed, not measured: a cluster of 2 separate species, C5H7O2S in total in a non-equilibrium geometry, with the ωB97M-V functional and the def2-TZVPD basis.

Output
orbital gap = 7.3 eV
total charge = -1
LUMO energy = 3.9 eV
E_tot = -743.2345 Eh
energy relative to the best compared isomer or geometry (same formula, charge and spin) = 5.082 eV
E_HOMO = -0.1254 Ha

Atoms and positions in Å:
C  -1.977  2.434  0.338
C  -1.480  1.492  -0.407
C  -0.007  -1.117  0.068
C  0.182  0.115  0.223
C  0.897  -2.284  -0.184
O  2.342  0.571  -0.856
O  2.137  0.136  1.588
S  1.735  0.993  0.433
H  -2.702  3.191  -0.184
H  -1.758  2.652  1.414
H  -1.720  1.265  -1.463
H  -1.084  -1.536  -0.102
H  1.967  -2.194  -0.061
H  0.805  -2.528  -1.290
H  0.662  -3.190  0.482

---

The lowest total charge belongs to which entry? C5H7O2S

---

Which of these has the lowest E_tot? C30H84O24S12

---

E_tot of number 1 (C2H4OV)? -1097.6305 Eh